Entry 1:
{
  "formula": "C43H57BrCrN7O2SSi",
  "method": "the ωB97M-V functional and the def2-TZVPD basis",
  "homo_ev": [-7.486, -7.320],
  "total_energy_ha": -6512.7812,
  "molar_mass_g_mol": 896.03,
  "lumo_ev": [-0.645, -0.782],
  "spin_multiplicity": 2,
  "s_squared": 0.830,
  "orbital_gap_ev": [6.841, 6.538],
  "largest_force_ha_per_bohr": 0.0103,
  "species": ["Cr", "C", "C", "C", "C", "C", "C", "C", "C", "N", "C", "O", "C", "C", "C", "C", "C", "N", "C", "O", "N", "C", "C", "C", "C", "C", "C", "C", "C", "H", "H", "H", "H", "H", "H", "H", "H", "H", "H", "H", "H", "H", "H", "H", "H", "H", "H", "H", "H", "H", "C", "C", "N", "N", "C", "N", "S", "C", "C", "C", "C", "C", "N", "H", "H", "H", "H", "H", "H", "H", "H", "H", "C", "C", "C", "C", "Si", "Br", "C", "C", "C", "C", "C", "C", "C", "C", "H", "H", "H", "H", "H", "H", "H", "H", "H", "H", "H", "H", "H", "H", "H", "H", "H", "H", "H", "H", "H", "H", "H", "H", "H", "H", "H"],
  "xyz": [[-0.069, 2.501, -0.345], [2.281, 5.946, 0.578], [3.231, 5.164, -0.291], [4.458, 5.753, -0.568], [5.334, 5.191, -1.478], [4.919, 4.092, -2.201], [3.683, 3.490, -1.975], [3.238, 2.476, -2.989], [2.884, 3.944, -0.905], [1.710, 3.255, -0.455], [1.814, 3.239, 2.234], [2.722, 3.647, 2.916], [0.662, 1.121, 2.051], [0.471, 0.450, 3.245], [-0.828, 0.094, 3.598], [-1.898, 0.446, 2.784], [-1.621, 1.098, 1.597], [-0.370, 1.373, 1.251], [-2.642, 1.594, 0.591], [-3.835, 1.488, 0.828], [-2.020, 2.117, -0.497], [-2.699, 2.166, -1.743], [-3.394, 1.048, -2.238], [-3.431, -0.271, -1.520], [-4.006, 1.143, -3.484], [-3.905, 2.283, -4.259], [-3.136, 3.340, -3.804], [-2.519, 3.290, -2.562], [-1.642, 4.446, -2.155], [2.418, 7.010, 0.378], [2.463, 5.793, 1.641], [1.247, 5.698, 0.355], [4.712, 6.682, -0.071], [6.296, 5.648, -1.671], [5.537, 3.706, -3.003], [3.468, 2.861, -3.985], [2.170, 2.294, -2.938], [3.754, 1.524, -2.876], [1.312, 0.222, 3.885], [-1.006, -0.436, 4.524], [-2.926, 0.234, 3.042], [-2.465, -0.490, -1.057], [-3.650, -1.068, -2.231], [-4.188, -0.284, -0.736], [-4.547, 0.283, -3.860], [-4.381, 2.330, -5.230], [-2.994, 4.215, -4.427], [-1.401, 5.054, -3.026], [-0.669, 4.150, -1.737], [-2.129, 5.098, -1.429], [3.218, 1.166, 1.996], [1.924, 1.838, 1.570], [1.771, 1.967, 0.095], [2.452, 0.896, -0.548], [1.739, 0.327, -1.473], [2.327, -0.703, -2.141], [0.170, 0.821, -2.012], [0.508, 4.035, 2.249], [0.313, 4.860, 3.345], [-0.858, 5.594, 3.439], [-1.802, 5.462, 2.437], [-1.533, 4.613, 1.376], [-0.396, 3.924, 1.266], [3.171, 0.103, 1.774], [3.386, 1.321, 3.060], [4.054, 1.595, 1.449], [3.173, -1.089, -1.759], [1.750, -1.276, -2.730], [1.087, 4.913, 4.097], [-1.031, 6.247, 4.284], [-2.743, 5.993, 2.469], [-2.258, 4.454, 0.591], [-0.950, -3.478, -2.426], [-1.474, -4.389, -1.303], [-2.946, -4.003, -1.093], [-1.428, -5.847, -1.790], [-0.485, -4.176, 0.328], [-0.222, -1.943, 0.533], [-1.468, -4.700, 1.897], [-2.626, -3.735, 2.203], [-0.564, -4.684, 3.138], [-2.052, -6.113, 1.740], [1.301, -4.885, 0.257], [1.940, -4.641, -1.117], [2.234, -4.203, 1.273], [1.306, -6.400, 0.523], [-1.581, -3.620, -3.309], [0.072, -3.710, -2.718], [-1.000, -2.423, -2.151], [-3.460, -4.040, -2.058], [-3.048, -2.989, -0.703], [-3.465, -4.689, -0.423], [-2.038, -5.942, -2.694], [-1.827, -6.545, -1.053], [-0.419, -6.170, -2.047], [-2.272, -2.717, 2.361], [-3.115, -4.067, 3.125], [-3.384, -3.710, 1.423], [-0.108, -3.703, 3.288], [0.228, -5.431, 3.098], [-1.174, -4.905, 4.020], [-2.798, -6.159, 0.945], [-2.553, -6.401, 2.669], [-1.290, -6.866, 1.531], [1.931, -3.580, -1.375], [1.456, -5.199, -1.918], [2.986, -4.965, -1.080], [2.374, -3.149, 1.031], [3.213, -4.691, 1.228], [1.882, -4.266, 2.298], [0.664, -6.947, -0.169], [0.993, -6.645, 1.538], [2.324, -6.782, 0.396]],
  "forces_ev_per_angstrom": [[0.3475, 0.0691, -0.3964], [-0.0219, -0.0201, 0.0165], [-0.0142, 0.0659, -0.0040], [-0.0046, 0.0067, -0.0146], [0.0213, 0.0100, 0.0079], [-0.0220, 0.0306, 0.0058], [-0.0201, 0.0015, 0.0639], [0.0081, -0.0739, -0.0169], [-0.0260, -0.0718, -0.0992], [0.3088, 0.0936, 0.1462], [0.0734, 0.2547, 0.0302], [-0.1654, -0.0378, -0.2112], [0.0868, 0.0250, -0.0379], [0.0004, -0.0051, -0.0375], [-0.0216, 0.0300, -0.0431], [0.0155, -0.0157, 0.0402], [-0.0116, 0.0228, -0.0583], [-0.0582, -0.1345, 0.2149], [0.0996, -0.0239, -0.0227], [-0.0481, -0.0704, -0.0423], [-0.4260, -0.0872, 0.0736], [0.0830, -0.0099, 0.0274], [-0.0048, 0.0388, -0.0150], [0.0101, 0.0418, 0.0159], [-0.0046, 0.0030, 0.0115], [0.0057, 0.0107, -0.0127], [-0.0063, -0.0200, -0.0062], [0.0082, -0.0065, -0.0346], [-0.0124, -0.0253, 0.0637], [0.0013, 0.0002, 0.0027], [-0.0019, -0.0342, 0.0259], [-0.0301, -0.0114, 0.0226], [0.0043, 0.0076, 0.0072], [0.0090, -0.0005, 0.0006], [0.0035, -0.0065, -0.0064], [0.0022, -0.0054, 0.0081], [-0.0469, 0.0026, -0.0084], [-0.0195, -0.0313, 0.0237], [-0.0013, -0.0072, 0.0168], [-0.0003, -0.0083, 0.0134], [-0.0096, -0.0020, 0.0002], [0.0155, 0.0187, 0.0228], [0.0021, 0.0097, 0.0052], [-0.0241, 0.0035, 0.0487], [-0.0026, -0.0034, -0.0008], [-0.0066, 0.0024, -0.0021], [0.0024, 0.0086, -0.0035], [0.0138, -0.0026, 0.0072], [-0.0148, 0.0186, -0.0383], [0.0182, 0.0136, 0.0493], [-0.0005, -0.0173, 0.0192], [-0.1310, -0.0576, 0.1890], [-0.0278, -0.1638, -0.1800], [-0.0896, 0.0737, 0.0495], [0.0543, -0.0185, -0.0543], [-0.0035, 0.0097, -0.0463], [0.0083, 0.1179, 0.0892], [0.1491, -0.1325, -0.0587], [-0.0434, -0.0118, -0.0327], [-0.0194, -0.0249, -0.0449], [0.0239, -0.0052, 0.0251], [0.0287, 0.0435, 0.0734], [-0.0935, 0.0949, 0.0858], [0.0107, 0.0143, -0.0242], [-0.0140, -0.0170, 0.0125], [0.0040, 0.0315, 0.0334], [-0.0101, -0.0257, 0.0182], [0.0031, -0.0103, 0.0151], [0.0003, 0.0040, 0.0143], [-0.0038, 0.0005, 0.0019], [-0.0003, 0.0105, -0.0010], [-0.0118, 0.0010, -0.0379], [-0.0206, -0.0072, 0.0432], [0.0091, -0.0322, -0.0240], [0.0017, -0.0133, 0.0145], [-0.0127, 0.0056, 0.0057], [-0.0230, 0.0360, -0.0049], [0.0843, -0.0118, 0.0000], [0.0122, -0.0034, -0.0031], [-0.0267, -0.0121, -0.0214], [0.0042, 0.0105, -0.0084], [-0.0038, -0.0085, -0.0181], [0.0099, 0.0022, 0.0482], [-0.0201, -0.0021, -0.0165], [-0.0337, -0.0071, -0.0289], [0.0004, 0.0120, 0.0028], [0.0008, -0.0031, -0.0156], [0.0479, 0.0030, -0.0004], [0.0155, 0.0009, -0.0193], [-0.0090, 0.0050, -0.0128], [-0.0051, -0.0023, -0.0057], [-0.0066, 0.0121, -0.0178], [-0.0110, -0.0010, -0.0057], [0.0013, -0.0126, 0.0075], [0.0135, 0.0072, -0.0085], [0.0133, 0.0191, 0.0024], [-0.0111, -0.0046, 0.0091], [0.0289, 0.0118, 0.0325], [0.0093, 0.0106, 0.0088], [0.0164, -0.0019, -0.0120], [0.0001, -0.0009, 0.0094], [-0.0015, -0.0191, 0.0102], [0.0052, -0.0015, 0.0121], [0.0146, -0.0006, -0.0011], [0.0009, 0.0309, -0.0171], [-0.0164, 0.0045, -0.0104], [0.0023, -0.0010, -0.0086], [-0.0009, 0.0110, 0.0045], [0.0101, 0.0027, 0.0003], [-0.0290, -0.0203, 0.0573], [-0.0223, -0.0133, -0.0154], [-0.0013, 0.0071, 0.0006], [0.0037, -0.0039, -0.0002]],
  "lowdin_charge": [0.512, -0.032, -0.199, -0.064, -0.086, -0.063, -0.195, -0.056, -0.145, -0.040, -0.240, 0.125, -0.200, 0.011, -0.036, 0.012, -0.172, 0.044, -0.480, 0.068, -0.043, -0.215, -0.196, -0.047, -0.048, -0.083, -0.056, -0.210, -0.028, 0.085, 0.072, 0.067, 0.109, 0.100, 0.111, 0.085, 0.025, 0.074, 0.124, 0.115, 0.127, 0.038, 0.075, 0.085, 0.109, 0.099, 0.107, 0.088, 0.046, 0.078, -0.008, -0.298, -0.248, 0.077, -0.880, 0.086, 0.751, -0.187, 0.013, -0.029, -0.020, -0.084, 0.062, 0.085, 0.087, 0.098, 0.100, 0.073, 0.126, 0.115, 0.114, 0.105, -0.111, -0.620, -0.102, -0.086, 0.474, 0.638, -0.624, -0.112, -0.106, -0.087, -0.624, -0.103, -0.118, -0.088, 0.089, 0.058, 0.034, 0.091, 0.060, 0.063, 0.089, 0.069, 0.062, 0.038, 0.087, 0.061, 0.071, 0.063, 0.087, 0.063, 0.088, 0.069, 0.057, 0.065, 0.089, 0.048, 0.087, 0.057, 0.070, 0.063, 0.088]
}



Entry 2:
{
  "formula": "C43H57CoGeN4OS3SbSi",
  "method": "the ωB97M-V functional and the def2-TZVPD basis",
  "homo_ev": [-6.983, -6.940],
  "total_energy_ha": -7150.8795,
  "molar_mass_g_mol": 1023.55,
  "lumo_ev": [-0.678, 0.150],
  "spin_multiplicity": 2,
  "s_squared": 1.110,
  "orbital_gap_ev": [6.304, 7.089],
  "largest_force_ha_per_bohr": 0.0216,
  "species": ["Co", "S", "C", "C", "N", "C", "S", "C", "N", "N", "N", "H", "H", "H", "H", "C", "C", "C", "C", "Ge", "C", "C", "C", "C", "H", "H", "H", "H", "H", "H", "H", "H", "H", "H", "H", "H", "H", "H", "H", "H", "H", "H", "H", "C", "C", "C", "C", "C", "C", "Sb", "C", "C", "C", "C", "C", "C", "C", "C", "C", "C", "C", "C", "H", "H", "H", "H", "H", "H", "H", "H", "H", "H", "H", "H", "H", "H", "H", "C", "C", "C", "C", "C", "C", "C", "S", "C", "O", "H", "H", "H", "H", "H", "H", "H", "H", "H", "H", "C", "Si", "C", "C", "C", "C", "H", "H", "H", "H", "H", "H", "H", "H", "H"],
  "xyz": [[1.339, 0.246, 0.747], [3.409, 0.845, 1.679], [4.198, 1.430, 0.260], [5.601, 1.655, 0.362], [6.736, 1.821, 0.464], [3.559, 1.674, -0.921], [1.854, 1.448, -1.152], [4.276, 2.134, -2.060], [4.812, 2.484, -3.017], [-0.652, -1.960, -0.836], [-0.567, -0.634, -0.326], [-1.572, -2.133, -1.229], [-0.499, -2.607, -0.072], [-1.375, -0.381, 0.238], [-0.552, -0.009, -1.121], [-2.752, -1.950, 7.610], [-1.817, -1.282, 6.605], [-2.544, -0.228, 5.773], [-1.641, 0.415, 4.725], [-1.087, -0.697, 3.186], [0.033, -2.323, 3.323], [1.525, -2.033, 3.490], [1.839, -1.261, 4.769], [3.339, -1.182, 5.039], [-2.221, -2.670, 8.234], [-3.556, -2.472, 7.089], [-3.204, -1.202, 8.263], [-1.401, -2.040, 5.935], [-0.980, -0.814, 7.130], [-2.923, 0.551, 6.442], [-3.412, -0.690, 5.291], [-0.732, 0.794, 5.200], [-2.138, 1.273, 4.264], [-2.337, -1.067, 2.360], [-0.138, -2.884, 2.400], [-0.324, -2.949, 4.144], [1.886, -1.460, 2.630], [2.076, -2.979, 3.494], [1.330, -1.740, 5.611], [1.445, -0.243, 4.669], [3.763, -2.182, 5.146], [3.544, -0.629, 5.957], [3.848, -0.677, 4.218], [-3.684, 5.682, -5.027], [-2.966, 6.051, -3.900], [-2.309, 5.083, -3.152], [-2.364, 3.744, -3.523], [-3.085, 3.383, -4.657], [-3.742, 4.347, -5.406], [-1.379, 2.260, -2.309], [-0.295, 1.408, -3.964], [0.152, 2.235, -4.989], [0.907, 1.722, -6.034], [1.237, 0.376, -6.059], [0.821, -0.451, -5.026], [0.062, 0.062, -3.985], [-3.072, 0.899, -2.423], [-4.033, 0.985, -1.418], [-5.157, 0.172, -1.437], [-5.329, -0.747, -2.462], [-4.376, -0.847, -3.467], [-3.255, -0.026, -3.447], [-4.197, 6.435, -5.611], [-2.919, 7.092, -3.604], [-1.745, 5.378, -2.273], [-3.136, 2.344, -4.958], [-4.304, 4.061, -6.287], [-0.086, 3.292, -4.973], [1.238, 2.376, -6.830], [1.820, -0.026, -6.878], [1.085, -1.502, -5.030], [-0.246, -0.611, -3.193], [-3.901, 1.699, -0.610], [-5.904, 0.261, -0.658], [-6.204, -1.384, -2.484], [-4.505, -1.563, -4.269], [-2.518, -0.107, -4.237], [1.950, -7.919, -1.911], [2.003, -6.421, -1.788], [2.077, -5.806, -0.543], [2.135, -4.423, -0.432], [2.116, -3.651, -1.576], [2.026, -4.242, -2.828], [1.972, -5.620, -2.930], [2.230, -1.858, -1.472], [4.013, -1.794, -1.830], [2.154, -1.567, 0.004], [1.984, -8.399, -0.934], [2.788, -8.287, -2.504], [1.034, -8.233, -2.415], [2.092, -6.421, 0.349], [2.201, -3.931, 0.532], [2.002, -3.625, -3.719], [1.901, -6.093, -3.902], [4.533, -2.274, -1.002], [4.311, -0.750, -1.909], [4.204, -2.313, -2.767], [0.343, 4.544, 0.405], [0.420, 3.644, 2.052], [-1.081, 4.096, 3.111], [2.013, 4.091, 2.941], [0.258, 1.783, 1.893], [-0.122, 0.644, 2.181], [0.653, 5.584, 0.524], [-0.669, 4.532, 0.003], [1.003, 4.075, -0.326], [-1.237, 5.176, 3.118], [-0.945, 3.773, 4.145], [-1.990, 3.630, 2.726], [2.017, 5.159, 3.170], [2.885, 3.871, 2.324], [2.124, 3.542, 3.877]],
  "forces_ev_per_angstrom": [[0.3247, -0.3996, -0.6761], [-1.0838, -0.2481, 0.0248], [-0.2693, 0.1131, -0.6912], [0.3929, 0.1062, 0.0644], [-0.0684, -0.0216, 0.0016], [0.1321, -0.1636, 0.5971], [-0.0556, -0.0129, 0.1118], [0.2674, 0.1573, -0.3646], [-0.0232, -0.0320, 0.0801], [0.0159, -0.1429, -0.0052], [0.4047, 0.4639, 0.4319], [-0.0520, 0.0219, 0.0461], [0.0888, 0.0044, 0.0004], [-0.1075, 0.0374, -0.1039], [0.0448, 0.0320, -0.0729], [0.1366, 0.0628, -0.0883], [-0.3118, -0.0083, 0.0326], [0.2556, -0.1454, -0.0757], [0.0248, -0.1847, -0.0085], [0.0087, -0.0989, 0.3094], [0.0110, 0.2794, -0.0500], [-0.1592, 0.1000, 0.1367], [0.1789, -0.0550, -0.1715], [-0.1332, 0.0256, 0.0319], [-0.0366, -0.0174, 0.0078], [-0.0312, -0.0263, 0.0546], [-0.0213, -0.0317, 0.0360], [0.0820, 0.0064, 0.0667], [0.0546, -0.0204, -0.0574], [-0.0736, -0.0261, -0.0138], [-0.0561, 0.0501, 0.0381], [0.0248, 0.0201, -0.0590], [0.0479, -0.0051, -0.0529], [-0.0537, 0.0263, -0.0726], [-0.0529, 0.0064, 0.0065], [-0.0830, 0.0280, -0.0096], [0.1330, -0.1130, -0.0129], [0.0311, 0.0102, -0.0409], [-0.0374, 0.0756, 0.0236], [-0.0818, -0.0169, 0.1031], [0.0279, 0.0013, -0.0111], [0.0253, 0.0053, -0.0066], [0.0534, -0.0170, -0.0118], [0.0086, 0.0384, 0.0140], [-0.0228, 0.0514, -0.0315], [0.0441, -0.0406, 0.0302], [0.1438, -0.0525, 0.2694], [-0.0421, -0.0001, -0.0372], [-0.0057, -0.0006, -0.0240], [-0.4697, 0.0155, -0.6157], [-0.0454, 0.0749, 0.2103], [-0.0252, 0.0413, 0.0251], [0.0248, -0.0063, -0.0456], [0.0187, 0.0300, -0.0087], [-0.0312, -0.0729, 0.0032], [0.0055, 0.0090, -0.0091], [0.3242, 0.0899, 0.0384], [0.0694, -0.0141, 0.0557], [-0.0517, 0.0255, 0.0185], [-0.0168, -0.0498, -0.0399], [0.0153, -0.0062, 0.0155], [0.0222, -0.0236, -0.0125], [-0.0051, -0.0077, -0.0044], [0.0128, -0.0059, 0.0036], [-0.0109, 0.0277, 0.0036], [-0.0150, -0.0045, -0.0201], [0.0102, -0.0183, 0.0013], [-0.0292, -0.0123, -0.0579], [0.0178, 0.0077, 0.0141], [0.0193, 0.0031, 0.0118], [-0.0051, 0.0003, -0.0099], [0.0031, -0.0370, 0.0291], [-0.0527, -0.0096, 0.0131], [0.0139, -0.0106, 0.0122], [-0.0058, 0.0105, 0.0217], [-0.0149, 0.0085, 0.0004], [-0.0378, -0.0264, -0.0144], [-0.0167, 0.0167, -0.0620], [-0.0368, -0.0077, 0.0534], [-0.0162, -0.0445, -0.0956], [-0.0128, 0.1463, 0.1316], [-0.0193, 0.1728, 0.0222], [-0.0344, 0.0462, -0.1204], [0.0215, -0.0453, 0.1031], [0.6835, -0.4154, -0.5195], [-0.2868, 0.1806, 0.0574], [-0.0381, -0.0594, 0.5863], [0.0014, -0.0071, 0.0001], [0.0076, -0.0176, 0.0181], [-0.0029, -0.0188, 0.0177], [0.0147, 0.0302, 0.0239], [0.0140, -0.0303, -0.0036], [-0.0219, -0.0169, -0.0126], [0.0112, 0.0527, -0.0295], [-0.0348, -0.0479, 0.0150], [-0.0816, 0.0046, 0.0124], [-0.0281, 0.0079, -0.0279], [0.0051, -0.2626, 0.1538], [0.1700, 0.6025, 0.0193], [0.2128, -0.1165, -0.1324], [-0.1967, -0.2292, -0.1099], [-0.1837, -0.0831, 0.2090], [0.1406, 0.3508, 0.2871], [-0.0180, -0.0114, 0.1208], [-0.0630, 0.0045, -0.0295], [0.0148, -0.0356, -0.0015], [0.0461, 0.0206, -0.0232], [0.0061, -0.0392, -0.0009], [-0.0019, 0.0005, -0.0259], [-0.0649, 0.0244, -0.0222], [-0.0253, -0.0320, -0.0183], [-0.0071, -0.0223, -0.0051]],
  "lowdin_charge": [0.059, 0.741, -0.720, -0.286, 0.164, -0.718, 0.651, -0.296, 0.165, -0.016, -0.064, 0.088, 0.068, 0.051, -0.026, -0.112, -0.286, -0.293, -0.313, 0.917, -0.303, -0.295, -0.274, -0.102, 0.069, 0.072, 0.073, 0.082, 0.112, 0.112, 0.106, 0.069, 0.058, -0.010, 0.047, 0.057, 0.050, 0.116, 0.106, 0.093, 0.075, 0.072, 0.041, -0.091, -0.091, -0.140, -0.394, -0.125, -0.082, 1.499, -0.407, -0.121, -0.077, -0.083, -0.087, -0.176, -0.393, -0.152, -0.094, -0.095, -0.086, -0.137, 0.101, 0.102, 0.082, 0.094, 0.103, 0.097, 0.105, 0.102, 0.092, 0.070, 0.089, 0.101, 0.101, 0.103, 0.087, -0.049, -0.271, -0.030, -0.064, -0.393, -0.079, -0.035, 0.922, -0.175, -0.604, 0.074, 0.084, 0.083, 0.113, 0.105, 0.105, 0.118, 0.075, 0.039, 0.061, -0.194, 0.482, -0.180, -0.178, -0.189, -0.308, 0.038, -0.008, -0.007, 0.032, 0.027, 0.027, 0.035, 0.018, 0.033]
}